{"formula": "C7H16N3OS", "method": "ωB97M-V/def2-TZVPD", "species": ["N", "N", "H", "H", "H", "H", "C", "S", "H", "N", "C", "H", "C", "H", "H", "H", "C", "H", "C", "H", "O", "C", "H", "C", "H", "H", "H", "H"], "positions_angstrom": [[1.8282, -0.6829, 0.4479], [-0.8268, 1.1722, 0.3893], [-0.3679, -0.4942, -2.3869], [-1.6006, -1.4684, 0.0885], [-2.7916, 1.8002, 0.8320], [-0.7967, 2.6485, 1.8950], [0.9993, -1.8092, 0.8129], [2.6663, 1.5059, -0.7357], [-1.5565, -2.2315, -1.4945], [-0.7158, -0.3662, -1.4463], [0.2708, -2.4313, -0.3746], [0.8077, 2.1162, 1.3630], [-0.0193, 0.6666, -0.7793], [-2.1767, 2.3145, -0.7499], [0.1050, 1.5091, -1.4666], [-0.8748, 0.4055, 1.0686], [1.5456, 0.3893, -0.2774], [1.6914, -2.5338, 1.2468], [-0.9697, -1.6396, -0.7904], [3.6742, -0.1608, 0.4176], [3.1425, -0.8739, 0.8328], [-2.2040, 1.4966, -0.0319], [0.9557, -2.5216, -1.2190], [-0.2051, 2.3414, 1.0351], [-2.6676, 0.6359, -0.5082], [-0.0447, -3.4339, -0.0893], [0.2882, -1.5192, 1.5972], [-0.1572, 3.1645, 0.3235]], "s2": 2.006, "relative_energy_kcal_mol": 0.0, "e_tot_ha": -913.59614, "charge": 1, "largest_force_ha_per_bohr": 0.1289, "spin_multiplicity": 3}


{"formula": "C36H33GeN3O13SV", "method": "ωB97M-V/def2-TZVPD", "species": ["O", "O", "H", "H", "N", "Ge", "H", "H", "C", "H", "C", "H", "O", "H", "H", "C", "H", "H", "C", "C", "O", "O", "H", "H", "C", "O", "C", "H", "C", "O", "H", "C", "H", "C", "H", "C", "H", "C", "H", "C", "C", "H", "C", "C", "H", "H", "C", "O", "C", "C", "H", "C", "N", "C", "C", "C", "O", "O", "H", "H", "C", "O", "H", "V", "C", "S", "C", "C", "O", "H", "H", "C", "N", "C", "O", "C", "H", "H", "C", "H", "H", "H", "C", "C", "C", "H", "C", "C"], "positions_angstrom": [[-1.8378, -0.0956, -2.0317], [-0.7542, 2.0834, -1.1664], [3.2818, 2.6604, 0.7507], [4.1570, 0.1105, -2.3321], [-1.2745, 2.6942, -2.1616], [-0.8554, -0.0369, 2.4647], [5.4128, 1.1785, 1.3038], [-3.8411, -0.2894, 3.0832], [-2.0068, 2.0794, 4.0068], [-1.3068, -4.7551, -2.7544], [-1.1263, 3.4209, -4.4408], [5.7537, -0.5566, -0.6510], [-2.1554, 3.4701, -1.9780], [-0.3508, -2.7452, 3.5984], [-0.8119, 5.0025, 1.8000], [2.9530, 0.0592, 4.1075], [3.4027, 0.6527, 4.8907], [4.6647, -1.2064, 3.8563], [-0.5036, -4.2420, -0.7522], [-2.1813, -2.3601, -0.4320], [-3.4471, -0.4960, 0.4454], [-0.1218, -2.0118, -1.3835], [3.1559, -1.0844, -1.5064], [3.6130, -2.5624, 2.0776], [3.4256, 1.5949, 0.5883], [-1.8024, 5.1200, -6.4092], [0.4810, 2.4528, -5.9678], [1.1149, 1.1400, 4.1736], [-2.2029, -3.5880, 4.2489], [2.0769, 0.2646, -6.4342], [-2.8895, -3.0460, 0.0340], [3.7527, -0.1835, -1.3664], [-3.0587, -3.1162, -2.3318], [-1.1453, 4.1803, 2.4186], [-2.3542, 1.2699, 4.6374], [-1.9968, -1.3959, 3.2491], [0.9432, 2.4427, -6.9464], [0.8853, 1.5763, -4.9894], [-1.2687, -4.9007, -0.3441], [1.6533, 0.3270, 3.6983], [-0.5589, -4.1167, -2.2879], [5.3758, 1.8551, -0.3175], [-2.2824, 3.3870, 4.3798], [-0.8619, 2.8752, 2.0540], [4.4864, -0.9538, 0.5143], [-0.2676, -2.5444, 0.6522], [0.2644, 1.5106, -3.7100], [-3.4115, -0.7430, -3.5023], [-0.7308, -2.8067, -0.2955], [-1.8575, 4.4361, 3.5831], [-4.1785, -4.1622, 4.8425], [-1.4215, -2.5940, 3.6808], [2.0065, 0.6760, -5.3057], [-4.1519, -2.2037, 3.9753], [-0.9024, -2.6472, -2.4547], [1.0435, -0.4298, 2.6945], [1.2861, 0.3975, -0.4117], [-1.1914, -0.3595, 0.5370], [0.4050, -4.3350, -2.7432], [-1.8850, 4.1634, -4.2353], [-2.3993, -1.0023, 0.2248], [0.5523, 0.5496, -2.8828], [-5.2153, -2.0522, 4.0970], [-0.3251, 0.1468, -1.2509], [-2.3560, -2.3611, -1.9830], [2.5861, 1.1386, -0.9456], [-1.2965, 1.8098, 2.8364], [4.8714, 1.1622, 0.3590], [2.7312, 0.3471, -4.3805], [-1.7477, -4.5056, 4.5942], [0.4646, -4.6062, -0.4168], [-0.5326, 3.3588, -5.6770], [-0.9605, 4.3116, -6.7270], [-2.7059, -1.0360, -2.6060], [-0.3744, 4.2421, -7.7829], [-0.7159, 2.5104, -3.4657], [-2.8315, 3.5844, 5.2898], [1.3523, -2.0685, 1.3143], [4.7944, -0.2359, -0.2479], [-0.6251, -2.1979, -3.4078], [-0.2970, 2.6952, 1.1546], [2.9396, 1.0205, 1.3794], [1.7786, -1.4587, 2.1061], [3.6612, -0.9794, 3.5245], [-3.3734, -1.2115, 3.4062], [-2.0780, 5.4555, 3.8691], [3.0697, -1.7391, 2.5224], [-3.5678, -3.3917, 4.3927]], "s2": 0.759, "relative_energy_kcal_mol": 2.9, "e_tot_ha": -5952.42649, "charge": 2, "largest_force_ha_per_bohr": 0.0187, "spin_multiplicity": 2}


{"formula": "C5H6O", "method": "ωB97M-V/def2-TZVPD", "species": ["C", "H", "C", "C", "C", "H", "C", "H", "H", "H", "O", "H"], "positions_angstrom": [[-0.2738, -0.0885, -1.3333], [-1.9652, -0.6794, 0.0450], [0.9562, 0.3810, 0.7260], [0.1335, -0.8957, 0.9995], [-0.2052, 0.8407, -0.1884], [-0.6527, 1.8256, -0.1978], [-0.8943, -0.5132, -0.0114], [1.0677, 0.9797, 1.6314], [1.9474, 0.2215, 0.2813], [-1.0292, 0.0041, -2.1106], [0.1928, -1.7502, 1.8431], [0.7228, -0.3254, -1.6847]], "relative_energy_kcal_mol": 34.1, "e_tot_ha": -269.29193, "largest_force_ha_per_bohr": 0.0196, "smiles": "O=C1C[C@H]2C[C@@H]12", "spin_multiplicity": 1}